1.
Here is a single C5H8N2 molecule at a distorted geometry from the Open Molecules 2025 dataset. Energies are from ωB97M-V with the def2-TZVPD basis set.

Calculated values
Highest occupied orbital energy ... -9.89 eV
HOMO-LUMO gap ... 10.795 eV
E ... -8293.3919 eV
Energy above the lowest of the compared OMol25 structures with the same formula, charge and spin ... 1.6044 eV
SMILES string ... C[C@H]1CN[C@H]1C#N

The geometry in XYZ format:
```
15
Properties=species:S:1:pos:R:3:lowdin_charge:R:1
C 1.600 -0.470 -0.515 -0.06
C 0.625 0.397 0.237 -0.33
C -0.475 1.318 -0.318 -0.16
N -1.372 0.816 0.755 0.01
C -0.504 -0.420 0.862 -0.30
C -1.102 -1.458 0.009 -0.19
N -1.755 -2.150 -0.655 0.16
H 1.237 -0.777 -1.499 0.08
H 2.598 -0.037 -0.618 0.08
H 1.620 -1.381 0.105 0.09
H 1.111 0.931 1.061 0.14
H -0.799 1.040 -1.329 0.12
H -0.280 2.391 -0.279 0.10
H -2.302 0.577 0.413 0.10
H -0.276 -0.848 1.850 0.15
```

2.
Here is a molecular structure, C24H50AsF5N2O2PtSi3Te from the Open Molecules 2025 dataset. Energies are from ωB97M-V with the def2-TZVPD basis set.

Calculated values
Highest occupied orbital energy (alpha / beta) ... -13.03 / -13.82 eV
2S+1 ... 5
HOMO-LUMO gap (alpha / beta) ... 7.530 / 5.965 eV
Total charge ... +2
E ... -141361.1759 eV
Energy above the lowest of the compared OMol25 structures with the same formula, charge and spin ... 1.4677 eV

The geometry in XYZ format:
```
89
Properties=species:S:1:pos:R:3:lowdin_charge:R:1
Pt 0.750 0.490 -0.361 1.07
C 1.516 -4.486 3.521 -0.15
Si -0.174 -4.222 2.828 0.39
C -0.371 -4.964 1.133 -0.16
C -1.556 -4.704 3.959 -0.15
As -1.312 -1.082 0.176 1.09
Si -3.820 -1.279 0.448 0.46
C -4.326 -3.059 0.399 -0.19
C -4.163 -0.533 2.094 -0.19
C -4.423 -0.261 -0.987 -0.19
Si -0.677 -1.579 -2.375 0.50
C 1.051 -1.966 -2.867 -0.19
C -1.588 -3.161 -2.028 -0.22
C -1.632 -0.397 -3.427 -0.18
H 1.708 -5.554 3.649 0.05
H 1.624 -4.013 4.498 0.04
H 2.284 -4.084 2.858 0.04
H -0.314 -6.053 1.190 0.05
H 0.421 -4.626 0.459 0.03
H -1.340 -4.712 0.695 0.01
H -1.333 -4.463 4.999 0.04
H -1.749 -5.777 3.899 0.05
H -2.478 -4.184 3.691 0.03
H -3.747 -3.666 1.097 0.04
H -4.317 -3.529 -0.582 0.03
H -5.364 -3.068 0.753 0.06
H -3.758 -1.129 2.909 0.03
H -5.256 -0.522 2.186 0.06
H -3.796 0.484 2.205 0.03
H -4.388 -0.810 -1.927 0.03
H -3.867 0.670 -1.103 0.03
H -5.471 -0.007 -0.796 0.05
H 1.605 -2.458 -2.069 0.05
H 1.621 -1.108 -3.201 0.02
H 0.961 -2.670 -3.703 0.06
H -0.957 -3.898 -1.530 0.03
H -1.858 -3.560 -3.013 0.07
H -2.515 -3.059 -1.469 -0.02
H -1.560 0.635 -3.090 0.02
H -2.680 -0.688 -3.487 0.03
H -1.209 -0.439 -4.435 0.06
F -0.329 -2.599 2.578 -0.27
Te -0.162 0.287 2.985 1.97
F -1.668 -0.628 3.758 -0.52
F -1.145 1.817 3.468 -0.45
F 1.182 -0.783 1.309 -0.67
F 0.920 1.712 2.117 -0.56
O -1.209 0.280 1.359 -0.91
O 2.728 -0.086 -1.296 -0.09
C 3.759 0.576 -1.490 -0.46
C 5.044 -0.117 -1.792 -0.07
C 5.592 -0.433 -0.370 -0.15
C 5.616 0.733 0.639 -0.17
C 4.249 1.231 1.155 -0.16
C 3.555 2.229 0.215 -0.16
N 3.856 1.898 -1.193 0.09
H 5.731 0.539 -2.329 0.13
H 4.894 -1.032 -2.360 0.13
H 6.606 -0.815 -0.487 0.12
H 4.989 -1.242 0.048 0.12
H 6.202 1.569 0.241 0.12
H 6.178 0.373 1.502 0.12
H 4.384 1.712 2.124 0.12
H 3.594 0.372 1.326 0.10
H 3.906 3.247 0.377 0.13
H 2.475 2.243 0.378 0.06
H 4.752 2.274 -1.467 0.14
C -0.786 5.705 0.962 0.02
N -1.464 4.495 0.585 -0.11
C -2.900 4.440 0.617 0.03
C -0.720 3.301 0.277 -0.13
C -0.344 3.189 -1.205 -0.22
C -0.558 4.259 -2.067 -0.04
C -0.129 4.204 -3.384 -0.06
C 0.547 3.081 -3.827 -0.06
C 0.757 2.016 -2.961 -0.14
C 0.298 2.015 -1.644 -0.29
H -0.950 5.881 2.033 0.14
H -1.215 6.552 0.422 0.12
H 0.277 5.617 0.762 0.12
H -3.324 5.440 0.594 0.11
H -3.204 3.938 1.543 0.13
H -3.253 3.847 -0.227 0.12
H -1.321 2.445 0.582 0.10
H 0.182 3.313 0.890 0.11
H -1.056 5.159 -1.723 0.11
H -0.303 5.041 -4.046 0.12
H 0.918 3.034 -4.842 0.12
H 1.307 1.163 -3.330 0.08
```

3.
Here is a molecular structure, C2H5PS at a distorted geometry from the Open Molecules 2025 dataset. Energies are from ωB97M-V with the def2-TZVPD basis set.

Calculated values
Highest occupied orbital energy (alpha / beta) ... -8.28 / -8.28 eV
HOMO-LUMO gap (alpha / beta) ... 6.398 / 6.402 eV
E ... -22275.2746 eV
Energy above the lowest of the compared OMol25 structures with the same formula, charge and spin ... 2.6295 eV

The geometry in XYZ format:
```
9
Properties=species:S:1:pos:R:3:lowdin_charge:R:1
C 0.634 0.357 2.144 -0.13
C 0.428 -0.514 1.178 -0.63
P -0.755 -0.534 -2.973 0.56
S -0.165 0.092 -0.433 0.40
H 0.565 1.352 1.836 0.02
H 0.916 0.162 3.182 0.07
H 0.511 -1.660 1.198 0.07
H 0.021 0.644 -2.977 -0.22
H -2.155 0.100 -3.154 -0.13
```

4.
Here is a single C6H15O3P molecule at a distorted geometry from the Open Molecules 2025 dataset. Energies are from ωB97M-V with the def2-TZVPD basis set.

Calculated values
Highest occupied orbital energy ... -10.01 eV
HOMO-LUMO gap ... 10.681 eV
E ... -21896.5077 eV
Energy above the lowest of the compared OMol25 structures with the same formula, charge and spin ... 0.0000 eV
SMILES string ... CO[P@](=O)(CO)C(C)(C)C

The geometry in XYZ format:
```
25
Properties=species:S:1:pos:R:3:lowdin_charge:R:1
C -1.626 -1.847 -1.305 -0.09
O -1.371 -1.222 -0.053 -0.29
P 0.087 -0.817 0.560 0.64
O 1.087 -1.909 0.407 -0.29
C -0.433 -0.445 2.250 -0.31
O -1.198 -1.535 2.694 -0.09
C 0.681 0.731 -0.226 -0.63
C 1.878 1.292 0.635 -0.03
C 1.165 0.434 -1.655 -0.09
C -0.514 1.664 -0.468 -0.11
H -2.690 -1.632 -1.621 0.11
H -1.523 -2.890 -1.114 0.08
H -1.021 -1.488 -2.140 0.07
H 0.374 -0.335 3.012 0.12
H -0.987 0.503 2.338 0.09
H -1.237 -2.008 1.836 0.06
H 1.377 1.645 1.490 0.06
H 2.596 0.559 0.842 0.07
H 2.301 2.105 0.085 0.08
H 1.544 1.398 -1.957 0.07
H 0.196 0.276 -2.280 0.10
H 1.916 -0.387 -1.606 0.10
H -1.172 1.428 -1.300 0.06
H -1.280 1.805 0.435 0.12
H -0.153 2.676 -0.859 0.10
```

Repeat the fourth record exactly.
Here is a single C6H15O3P molecule at a distorted geometry from the Open Molecules 2025 dataset. Energies are from ωB97M-V with the def2-TZVPD basis set.

Calculated values
Highest occupied orbital energy ... -10.01 eV
HOMO-LUMO gap ... 10.681 eV
E ... -21896.5077 eV
Energy above the lowest of the compared OMol25 structures with the same formula, charge and spin ... 0.0000 eV
SMILES string ... CO[P@](=O)(CO)C(C)(C)C

The geometry in XYZ format:
```
25
Properties=species:S:1:pos:R:3:lowdin_charge:R:1
C -1.626 -1.847 -1.305 -0.09
O -1.371 -1.222 -0.053 -0.29
P 0.087 -0.817 0.560 0.64
O 1.087 -1.909 0.407 -0.29
C -0.433 -0.445 2.250 -0.31
O -1.198 -1.535 2.694 -0.09
C 0.681 0.731 -0.226 -0.63
C 1.878 1.292 0.635 -0.03
C 1.165 0.434 -1.655 -0.09
C -0.514 1.664 -0.468 -0.11
H -2.690 -1.632 -1.621 0.11
H -1.523 -2.890 -1.114 0.08
H -1.021 -1.488 -2.140 0.07
H 0.374 -0.335 3.012 0.12
H -0.987 0.503 2.338 0.09
H -1.237 -2.008 1.836 0.06
H 1.377 1.645 1.490 0.06
H 2.596 0.559 0.842 0.07
H 2.301 2.105 0.085 0.08
H 1.544 1.398 -1.957 0.07
H 0.196 0.276 -2.280 0.10
H 1.916 -0.387 -1.606 0.10
H -1.172 1.428 -1.300 0.06
H -1.280 1.805 0.435 0.12
H -0.153 2.676 -0.859 0.10
```

What is the energy above the lowest of the compared OMol25 structures with the same formula, charge and spin in the second record?
1.4677 eV

Among the records above, which one has the highest energy above the lowest of the compared OMol25 structures with the same formula, charge and spin?
C2H5PS

E of number 4 (C6H15O3P)?
-21896.5077 eV